Below is a cluster of 2 separate species, C6H12N2O in total at a distorted geometry, with properties calculated with ωB97M-V with the def2-TZVPD basis set.

SMILES string   CCc1c[nH]cn1.CO
LUMO   0.73 eV

```
! wB97M-V def2-TZVPD RIJCOSX def2/J DEFGRID3
* xyz 0 1
C -1.33536 1.66411 1.57789
C -0.77865 0.39282 0.91220
C 0.22426 0.84598 -0.01497
C 0.03555 0.57526 -1.40714
N 1.18909 1.00631 -2.01887
C 1.94449 1.63782 -1.09828
N 1.32280 1.59377 0.14137
H -1.97779 2.16653 0.85566
H -0.61934 2.28232 2.01298
H -2.00966 1.52993 2.37767
H -0.24245 -0.31852 1.64144
H -1.70948 0.01800 0.33421
H -0.69551 0.00341 -1.90995
H 1.47785 0.71322 -2.89536
H 2.91174 2.14813 -1.28266
C -0.65323 -3.71734 0.98987
O -1.19039 -2.61215 0.35968
H 0.46926 -3.65759 1.06976
H -0.99841 -3.75731 2.01341
H -0.99171 -4.56845 0.37444
H -0.29707 -2.25487 -0.08398
*
```

***

Below is a cluster of 2 separate species, C6H12N2O in total at a distorted geometry, with properties calculated with ωB97M-V with the def2-TZVPD basis set.

SMILES string   [H]/N=C\N(C)CO.C=C=C
LUMO   0.77 eV

```
! wB97M-V def2-TZVPD RIJCOSX def2/J DEFGRID3
* xyz 0 1
H -0.04675 -0.83789 -2.22540
N 0.61544 -1.37973 -1.67685
C 0.47675 -1.29374 -0.41513
N -0.63441 -0.89216 0.32569
C -0.58078 -0.85098 1.77557
C -1.66598 -0.17845 -0.30202
O -2.43537 -0.88320 -1.21103
H 1.22724 -1.78551 0.19869
H -0.61213 0.17705 2.14640
H 0.35400 -1.29352 2.11128
H -1.42875 -1.40368 2.18860
H -2.33863 0.29812 0.40571
H -1.00130 0.82765 -0.77980
H -1.87888 -1.49407 -1.71216
C 0.31647 1.90347 -0.79828
C 1.31008 1.31478 -0.11772
C 2.38605 1.08369 0.57285
H 0.43981 2.04785 -1.86501
H -0.25760 2.69526 -0.31986
H 2.60359 0.10493 0.98504
H 3.15115 1.84014 0.71342
*
```

***

Below is a cluster of 2 separate species, C6H12N2O in total at a distorted geometry, with properties calculated with ωB97M-V with the def2-TZVPD basis set.

SMILES string   Cc1c[nH]cn1.CCO
LUMO   0.79 eV

```
! wB97M-V def2-TZVPD RIJCOSX def2/J DEFGRID3
* xyz 0 1
C 0.37924 -1.40800 1.08261
C -0.63103 -1.59381 0.00699
C -1.49320 -2.65962 -0.10387
N -2.03609 -2.56968 -1.36730
C -1.46423 -1.50098 -1.97356
N -0.69278 -0.82775 -1.16081
H 0.19093 -2.12087 1.88425
H 0.43232 -0.40772 1.51103
H 1.35827 -1.54208 0.62081
H -1.66820 -3.43676 0.60893
H -2.37648 -3.41143 -1.80070
H -1.74931 -1.13179 -2.94472
C 1.76235 3.23959 0.66953
C 0.54202 2.29956 0.45409
O 1.00123 1.25344 -0.37876
H 1.59606 4.16141 0.11067
H 2.64687 2.66334 0.42560
H 1.85690 3.55090 1.71560
H 0.36661 1.91967 1.46540
H -0.37898 2.76297 0.10470
H 0.35749 0.75962 -0.93050
*
```

***

Below is an isolated molecule of C6H12N2O2S at a distorted geometry, with properties calculated with ωB97M-V with the def2-TZVPD basis set.

SMILES string   O=S(=O)(NC1CC1)NC1CC1
LUMO   0.66 eV

```
! wB97M-V def2-TZVPD RIJCOSX def2/J DEFGRID3
* xyz 0 1
O 1.08188 1.08258 0.97934
S 0.86956 -0.33071 0.69479
O 1.89599 -1.30911 0.93135
N -0.43187 -0.83565 1.53380
C -1.74751 -0.26722 1.34547
C -2.47293 -0.10458 2.67237
C -1.84491 1.11591 1.96895
N 0.27139 -0.42067 -0.85020
C 0.93048 0.40511 -1.83918
C 1.35747 -0.09004 -3.17624
C 2.39477 0.32922 -2.16411
H -0.37933 -1.78772 1.85041
H -2.21936 -0.49362 0.41405
H -3.56382 -0.19440 2.72585
H -1.91643 -0.49409 3.53155
H -0.87685 1.47666 2.31384
H -2.57876 1.79560 1.52864
H 0.27978 -1.40344 -1.10976
H 0.59650 1.42892 -1.81881
H 1.11159 0.47756 -4.04058
H 1.25038 -1.11038 -3.46212
H 3.02628 -0.49717 -1.70137
H 2.96572 1.22724 -2.32806
*
```

***

Below is a structure of composition C6H12N2OPRu at a distorted geometry, with properties calculated with ωB97M-V with the def2-TZVPD basis set.

LUMO (alpha / beta)   -2.71 / -4.64 eV

```
! wB97M-V def2-TZVPD RIJCOSX def2/J DEFGRID3
* xyz 1 5
C -1.97835 1.48316 -0.85072
C -1.43161 2.39553 0.14525
C -1.75170 1.90972 1.44866
C -2.43667 0.66713 1.33186
C -2.60385 0.34723 -0.07208
Ru -0.44504 0.10903 -0.38533
P 0.66349 0.68451 -2.18349
H -2.11199 1.66379 -1.91160
H -1.00077 3.36504 -0.08677
H -1.53427 2.43688 2.38385
H -3.23204 -0.42897 -0.51421
H -2.86199 0.09179 2.14829
H 2.07388 0.92526 -2.05506
H 0.27257 1.87492 -2.87695
H 0.63002 -0.28436 -3.24020
N 2.74167 -2.33263 -0.19902
C 1.89536 -1.80616 0.71293
N 1.96048 -2.28883 1.97140
O 1.11725 -0.86260 0.43435
H 3.38368 -3.06319 0.05573
H 2.72130 -1.98122 -1.14957
H 1.33278 -1.88682 2.66016
H 2.59583 -3.01922 2.23253
*
```

***

Result set for molecular weight: 128.175 128.175 128.175 176.241 260.219 g/mol, one per record in the order listed.
Result set for relative energy (zero: lowest compared OMol25 entry of this formula, charge and spin): 53.42 101.31 20.72 52.51 4.34 kcal/mol, one per record in the order listed.
Result set for electronic energy: -11442.35406 -11440.27769 -11443.77217 -24324.69085 -23305.97290 eV, one per record in the order listed.